No. 1
Computed, not measured: an isolated ion of composition C2H7BrN and charge +1 in a non-equilibrium geometry, with ωB97M-V/def2-TZVPD.

Output
Gap between HOMO and LUMO ... 0.4036 Ha
LUMO ... -4.2 eV
SMILES ... C[NH2+]CBr
Energy above the lowest of the compared OMol25 structures with the same formula, charge and spin ... 0.521 eV
HOMO level ... -0.558 Ha

ORCA input file:
```
! wB97M-V def2-TZVPD RIJCOSX def2/J DEFGRID3
* xyz 1 1
C -1.310 -0.016 -0.290
C 1.044 0.457 0.387
N 0.061 -0.548 -0.058
Br 2.952 -0.091 -0.080
H -1.289 1.082 -0.406
H -1.701 -0.515 -1.204
H -1.897 -0.335 0.612
H 0.577 1.381 -0.130
H 0.994 0.728 1.537
H 0.540 -0.858 -0.988
H 0.029 -1.285 0.619
*
```

How is the electron density shared among the atoms? According to natural (NBO), the charges in e are:
1 C -0.43
2 C -0.31
3 N -0.54
4 Br 0.11
5 H 0.24
6 H 0.26
7 H 0.25
8 H 0.24
9 H 0.28
10 H 0.47
11 H 0.45

---

No. 2
Computed, not measured: C40H22CeN9 as an isolated structure in a non-equilibrium geometry, with ωB97M-V/def2-TZVPD.

Output
Gap between HOMO and LUMO (spin up / spin down) ... 0.1971 / 0.1680 Ha
LUMO (spin up / spin down) ... -4.1 / -4.9 eV
Energy above the lowest of the compared OMol25 structures with the same formula, charge and spin ... 0.000 eV
HOMO level (spin up / spin down) ... -0.347 / -0.347 Ha

ORCA input file:
```
! wB97M-V def2-TZVPD RIJCOSX def2/J DEFGRID3
* xyz 1 1
Ce -0.740 -1.341 -1.947
C 2.866 2.781 1.033
C 3.701 2.386 -0.011
C 3.204 1.607 -1.036
C 1.868 1.253 -0.971
C 1.064 0.486 -1.890
N 1.425 -0.794 -2.312
C 1.778 -1.363 -0.955
C 2.955 -1.332 -0.177
C 4.332 -1.409 -0.486
C 5.235 -1.222 0.519
C 4.823 -0.955 1.855
C 3.503 -0.854 2.182
C 2.542 -1.023 1.160
C 1.138 -0.839 1.128
N 0.387 -0.276 2.188
C -0.345 0.756 2.254
N -0.967 1.646 1.228
C -1.849 2.512 1.817
N -2.953 3.078 1.355
C -3.345 2.384 0.264
N -2.478 2.034 -0.674
C -2.610 0.671 -0.535
N -1.525 0.012 -0.249
C -0.435 1.147 -0.180
N -0.221 0.882 -1.908
C 1.028 1.578 0.080
C 1.537 2.399 1.096
C -4.023 0.284 -0.237
C -4.762 -0.875 -0.247
C -6.070 -0.792 0.239
C -6.572 0.387 0.771
C -5.789 1.541 0.851
C -4.530 1.469 0.304
C -1.574 2.484 3.264
C -2.095 3.264 4.278
C -1.733 2.932 5.579
C -0.914 1.837 5.844
C -0.420 1.038 4.818
C -0.760 1.390 3.526
N 0.696 -1.141 -0.092
H 3.265 3.411 1.816
H 4.734 2.707 -0.025
H 3.821 1.302 -1.869
H 4.658 -1.619 -1.497
H 6.295 -1.284 0.307
H 5.578 -0.835 2.621
H 3.190 -0.649 3.198
H 0.947 2.762 1.921
H -4.380 -1.820 -0.612
H -6.698 -1.672 0.213
H -7.586 0.406 1.147
H -6.160 2.442 1.318
H -2.752 4.096 4.066
H -2.100 3.529 6.403
H -0.662 1.600 6.868
H 0.205 0.177 5.012
C -1.869 -2.802 -3.596
C -0.528 -2.993 -4.101
C 0.051 -2.027 -4.945
C 1.400 -2.050 -5.248
C 2.219 -3.003 -4.651
C 1.682 -3.955 -3.785
C 0.328 -3.948 -3.511
C 3.636 -2.986 -4.882
N 4.772 -2.983 -5.050
H -2.365 -3.662 -3.147
H -2.540 -2.195 -4.205
H -0.581 -1.266 -5.393
H 1.825 -1.312 -5.913
H 2.329 -4.690 -3.327
H -0.090 -4.706 -2.856
*
```

How is the electron density shared among the atoms? According to Mulliken, the charges in e are:
1 Ce 0.96
2 C -1.00
3 C -0.80
4 C -0.44
5 C 0.50
6 C 0.12
7 N -0.21
8 C -0.94
9 C 0.87
10 C -0.49
11 C -0.65
12 C -0.60
13 C -0.44
14 C 0.21
15 C -0.32
16 N -0.63
17 C -0.15
18 N 1.02
19 C 0.40
20 N -0.64
21 C 0.22
22 N -0.53
23 C 0.27
24 N -0.32
25 C 0.29
26 N -0.81
27 C 0.82
28 C -0.14
29 C 0.70
30 C -0.37
31 C -0.76
32 C -0.51
33 C -0.86
34 C 0.05
35 C -0.15
36 C -0.73
37 C -0.59
38 C -0.68
39 C -0.49
40 C 1.00
41 N 0.14
42 H 0.49
43 H 0.45
44 H 0.52
45 H 0.66
46 H 0.44
47 H 0.43
48 H 0.53
49 H 0.44
50 H 0.48
51 H 0.42
52 H 0.41
53 H 0.52
54 H 0.53
55 H 0.42
56 H 0.44
57 H 0.56
58 C -1.36
59 C 0.77
60 C -0.52
61 C -0.67
62 C 0.71
63 C -0.63
64 C -0.55
65 C -0.16
66 N -0.47
67 H 0.44
68 H 0.43
69 H 0.47
70 H 0.51
71 H 0.52
72 H 0.45

---

No. 3
Computed, not measured: a 4-piece molecular cluster, C26H56O10 overall, with ωB97M-V/def2-TZVPD.

Output
Gap between HOMO and LUMO ... 0.3575 Ha
LUMO ... 0.4 eV
SMILES ... CCCCCCCCCCC[C@@]1(O)COC(=O)O1.COCCOC.COCCOC.COCCOC
HOMO level ... -0.341 Ha

ORCA input file:
```
! wB97M-V def2-TZVPD RIJCOSX def2/J DEFGRID3
* xyz 0 1
C 10.138 2.463 1.097
C 9.138 1.393 1.553
C 8.507 0.625 0.392
C 7.240 -0.124 0.782
C 6.747 -1.079 -0.299
C 5.419 -1.745 0.051
C 4.195 -0.827 -0.151
C 3.439 -0.452 1.132
C 1.927 -0.359 0.956
C 1.188 -0.234 2.287
C -0.324 -0.024 2.136
C -0.711 1.434 2.136
O -0.547 1.951 3.426
C -0.118 2.346 1.072
O -1.101 3.391 1.008
C -2.299 2.832 1.349
O -3.337 3.386 1.274
O -2.107 1.563 1.783
H 10.511 2.239 0.096
H 11.000 2.525 1.762
H 9.678 3.451 1.053
H 9.651 0.678 2.201
H 8.346 1.847 2.154
H 9.236 -0.096 0.004
H 8.279 1.318 -0.425
H 6.450 0.604 1.006
H 7.413 -0.684 1.709
H 6.629 -0.512 -1.230
H 7.520 -1.829 -0.491
H 5.303 -2.645 -0.555
H 5.448 -2.075 1.095
H 4.529 0.089 -0.648
H 3.495 -1.305 -0.841
H 3.655 -1.178 1.923
H 3.801 0.512 1.508
H 1.686 0.493 0.311
H 1.565 -1.248 0.429
H 1.614 0.591 2.866
H 1.360 -1.145 2.864
H -0.854 -0.485 2.972
H -0.694 -0.495 1.222
H -0.123 2.814 3.400
H -0.108 1.824 0.114
H 0.859 2.765 1.299
C -0.605 0.712 -4.543
O -0.470 0.878 -3.144
C -0.738 2.195 -2.696
C -2.133 2.342 -2.127
O -3.130 2.167 -3.116
C -3.732 0.886 -3.098
H -0.560 -0.356 -4.747
H -1.557 1.107 -4.905
H 0.213 1.209 -5.076
H -0.594 2.915 -3.509
H -0.008 2.429 -1.915
H -2.242 3.350 -1.716
H -2.283 1.628 -1.308
H -4.393 0.777 -2.233
H -2.985 0.088 -3.081
H -4.326 0.796 -4.007
C -9.021 -0.611 -6.216
O -8.075 -0.357 -7.237
C -6.850 0.171 -6.761
C -5.772 -0.887 -6.666
O -6.077 -1.878 -5.701
C -6.596 -3.073 -6.254
H -9.837 -1.173 -6.666
H -8.589 -1.196 -5.401
H -9.420 0.326 -5.811
H -6.991 0.643 -5.783
H -6.525 0.943 -7.465
H -4.835 -0.409 -6.362
H -5.612 -1.345 -7.648
H -5.816 -3.628 -6.786
H -7.422 -2.874 -6.940
H -6.957 -3.681 -5.426
C -2.291 -2.980 8.177
O -1.831 -1.643 8.133
C -0.654 -1.468 7.364
C -0.951 -0.932 5.981
O -1.697 -1.850 5.198
C -3.078 -1.537 5.126
H -3.279 -2.966 8.633
H -2.363 -3.415 7.177
H -1.629 -3.602 8.790
H -0.106 -2.413 7.285
H -0.019 -0.750 7.892
H -0.004 -0.750 5.462
H -1.480 0.024 6.052
H -3.249 -0.669 4.481
H -3.495 -1.334 6.114
H -3.582 -2.401 4.695
*
```

How is the electron density shared among the atoms? According to Mulliken, the charges in e are:
1 C -1.22
2 C -0.41
3 C -0.79
4 C -0.25
5 C -0.90
6 C -0.83
7 C -0.57
8 C -0.93
9 C -0.36
10 C -0.74
11 C -0.33
12 C 0.60
13 O -0.51
14 C 0.08
15 O -0.37
16 C 0.51
17 O -0.54
18 O -0.45
19 H 0.34
20 H 0.35
21 H 0.30
22 H 0.30
23 H 0.36
24 H 0.34
25 H 0.36
26 H 0.14
27 H 0.31
28 H 0.30
29 H 0.44
30 H 0.36
31 H 0.42
32 H 0.38
33 H 0.46
34 H 0.33
35 H 0.26
36 H -0.03
37 H 0.36
38 H 0.31
39 H 0.59
40 H -0.22
41 H 0.53
42 H 0.39
43 H -0.22
44 H 0.50
45 C -0.81
46 O -0.33
47 C -0.56
48 C -0.29
49 O -0.44
50 C -0.55
51 H 0.25
52 H 0.35
53 H 0.30
54 H 0.35
55 H 0.43
56 H 0.43
57 H 0.21
58 H 0.34
59 H 0.31
60 H 0.06
61 C -0.72
62 O -0.38
63 C -0.48
64 C -0.53
65 O -0.32
66 C -0.77
67 H 0.25
68 H 0.32
69 H 0.32
70 H 0.32
71 H 0.38
72 H 0.35
73 H 0.36
74 H 0.31
75 H 0.33
76 H 0.24
77 C -0.68
78 O -0.37
79 C -0.76
80 C -0.11
81 O -0.39
82 C -0.70
83 H 0.24
84 H 0.28
85 H 0.32
86 H 0.36
87 H 0.39
88 H 0.19
89 H 0.34
90 H 0.27
91 H 0.36
92 H 0.23

---

No. 4
Computed, not measured: a 2-piece molecular cluster, C4H11NO overall in a non-equilibrium geometry, with ωB97M-V/def2-TZVPD.

Output
Gap between HOMO and LUMO ... 0.4060 Ha
LUMO ... 0.9 eV
SMILES ... NC=O.CCC
Energy above the lowest of the compared OMol25 structures with the same formula, charge and spin ... 0.931 eV
HOMO level ... -0.374 Ha

ORCA input file:
```
! wB97M-V def2-TZVPD RIJCOSX def2/J DEFGRID3
* xyz 0 1
C 1.356 1.798 -3.260
C 0.329 1.367 -2.223
C -0.689 0.363 -2.715
H 0.976 2.230 -4.187
H 2.057 2.521 -2.836
H 1.959 0.936 -3.579
H 0.907 0.823 -1.465
H -0.090 2.237 -1.731
H -1.380 0.051 -1.933
H -0.225 -0.520 -3.150
H -1.331 0.753 -3.513
C -0.679 -2.703 5.166
N -0.704 -1.361 4.847
O 0.083 -3.489 4.666
H -1.277 -2.963 6.052
H 0.220 -1.084 4.560
H -1.511 -0.958 5.301
*
```

How is the electron density shared among the atoms? According to natural (NBO), the charges in e are:
1 C -0.60
2 C -0.40
3 C -0.60
4 H 0.20
5 H 0.21
6 H 0.20
7 H 0.19
8 H 0.20
9 H 0.21
10 H 0.20
11 H 0.20
12 C 0.52
13 N -0.86
14 O -0.58
15 H 0.10
16 H 0.42
17 H 0.40

---

No. 5
Computed, not measured: one molecule with the formula C8H17P in a non-equilibrium geometry, with ωB97M-V/def2-TZVPD.

Output
Gap between HOMO and LUMO ... 0.2629 Ha
LUMO ... 0.7 eV
SMILES ... C=C(C)C(C)=P(C)(C)C
Energy above the lowest of the compared OMol25 structures with the same formula, charge and spin ... 0.000 eV
HOMO level ... -0.237 Ha

ORCA input file:
```
! wB97M-V def2-TZVPD RIJCOSX def2/J DEFGRID3
* xyz 0 1
C -1.703 0.541 -1.515
C -0.516 1.119 -1.319
C 0.444 0.766 -0.299
C -0.012 2.172 -2.272
C 0.999 1.892 0.551
C 1.485 -1.122 1.777
C -1.335 -1.454 1.797
C 0.156 -2.137 -0.554
P 0.050 -0.808 0.694
H -2.314 0.759 -2.375
H -2.108 -0.158 -0.798
H 0.910 1.842 -2.751
H -0.752 2.381 -3.042
H 0.203 3.097 -1.739
H 0.269 2.678 0.756
H 1.367 1.517 1.504
H 1.843 2.347 0.030
H 1.592 -2.198 1.915
H 2.375 -0.720 1.300
H 1.339 -0.652 2.747
H -1.085 -2.418 2.237
H -1.519 -0.729 2.589
H -2.242 -1.552 1.203
H -0.519 -1.907 -1.373
H 1.173 -2.154 -0.940
H -0.103 -3.103 -0.123
*
```

How is the electron density shared among the atoms? According to natural (NBO), the charges in e are:
1 C -0.52
2 C -0.01
3 C -0.51
4 C -0.63
5 C -0.64
6 C -0.96
7 C -0.96
8 C -0.96
9 P 1.40
10 H 0.19
11 H 0.17
12 H 0.22
13 H 0.21
14 H 0.21
15 H 0.18
16 H 0.20
17 H 0.21
18 H 0.24
19 H 0.26
20 H 0.24
21 H 0.23
22 H 0.24
23 H 0.24
24 H 0.26
25 H 0.25
26 H 0.22

---

So what do the calculations give for DFT total energy? Going down the list: -73712.065; -68161.081; -48342.218; -7863.623; -17858.502 eV.